Molecular formula: C3H6N2O
Method: DFT, ωB97M-V/def2-TZVPD

Calculated values
SMILES string   c1c[nH]cn1.O
Energy relative to the best compared isomer or geometry (same formula, charge and spin)   31.4 kcal/mol
Energy   -302.64308 Eh
HOMO energy   -9.18 eV
LUMO level   0.9 eV
Orbital gap   0.370 hartree

Geometry as XYZ:
```
12
Properties=species:S:1:pos:R:3:forces:R:3:mulliken_charge:R:1
C -0.6888 1.2744 1.0512 0.80 -1.24 -1.33 -0.2494
C -0.1408 2.3208 1.7146 -0.26 0.63 -0.28 -0.3879
N 0.8298 2.8268 0.8588 -0.10 0.29 0.75 -0.1182
C 0.8271 2.0680 -0.2530 0.45 -1.40 0.28 -0.0686
N -0.0224 1.0624 -0.1664 0.03 1.45 0.01 -0.5307
H -1.3792 0.4722 1.2403 -0.53 0.54 0.75 0.4036
H -0.4617 2.9654 2.5159 0.05 -0.53 0.44 0.3420
H 1.6721 3.2407 1.2337 -0.26 0.49 -0.34 0.2595
H 1.5929 2.2397 -0.9929 -0.19 -0.22 -0.29 0.3498
H -1.0494 -6.4934 -3.0223 0.26 0.01 0.23 0.3224
H 0.0272 -6.7372 -1.9172 -0.20 0.12 -0.24 0.3221
O -0.7313 -7.1266 -2.3678 -0.05 -0.13 0.02 -0.6445
```
Positions in Å, forces in eV/Å.

=====

Molecular formula: C3H6N2O
Method: DFT, ωB97M-V/def2-TZVPD

Calculated values
SMILES string   [H]/N=C(/C=O)NC
Energy relative to the best compared isomer or geometry (same formula, charge and spin)   31.3 kcal/mol
Energy   -302.64326 Eh
HOMO energy   -9.62 eV
LUMO level   0.4 eV
Orbital gap   0.368 hartree

Geometry as XYZ:
```
12
Properties=species:S:1:pos:R:3:forces:R:3:mulliken_charge:R:1
C 1.6315 -0.5174 -0.1049 0.14 -0.06 -0.01 -0.9996
N 0.5541 0.3756 0.2449 -0.39 -0.18 0.12 -0.1729
C -0.7428 0.0568 -0.0702 0.11 0.02 0.02 0.4139
N -1.2242 -0.9540 -0.6848 0.28 -0.03 0.01 -0.6591
C -1.7891 1.0804 0.2840 0.16 0.91 0.39 0.0489
O -1.5490 2.2194 0.6266 -0.15 -1.05 -0.18 -0.4886
H 1.5403 -1.5091 0.3594 -0.02 0.07 -0.10 0.3348
H 2.5811 -0.0800 0.2103 -0.16 -0.03 -0.04 0.3145
H 1.6583 -0.6235 -1.1925 0.05 -0.13 0.09 0.3264
H 0.6689 0.9329 1.0786 -0.06 0.22 -0.25 0.2741
H -0.5217 -1.6497 -0.9322 0.04 0.09 -0.02 0.2522
H -2.8073 0.6685 0.1806 0.00 0.18 -0.04 0.3554
```
Positions in Å, forces in eV/Å.

=====

Molecular formula: C3H6N2O
Method: DFT, ωB97M-V/def2-TZVPD

Calculated values
SMILES string   N=C=NC=O.C
Energy relative to the best compared isomer or geometry (same formula, charge and spin)   40.4 kcal/mol
Energy   -302.62876 Eh
HOMO energy   -10.59 eV
LUMO level   0.5 eV
Orbital gap   0.409 hartree

Geometry as XYZ:
```
12
Properties=species:S:1:pos:R:3:forces:R:3:mulliken_charge:R:1
C 2.2869 -0.1956 0.0759 0.00 0.01 0.01 -0.9355
N -1.1258 0.2426 0.5594 -0.12 -0.45 -0.24 -0.3407
C -1.4550 -0.7593 -0.0744 -0.06 -0.08 -0.02 0.5974
N -1.8019 -1.8094 -0.5745 0.14 0.52 0.30 -0.5005
C -1.7316 1.5042 0.4055 0.11 0.44 0.06 0.0801
O -1.1878 2.5246 0.7189 -0.24 -0.47 -0.11 -0.4359
H 2.1452 -1.2018 0.4800 0.02 0.15 -0.06 0.2292
H 3.3017 0.1432 0.2989 -0.15 -0.05 -0.04 0.3004
H 2.1436 -0.2129 -1.0084 0.02 0.00 0.16 0.2192
H 1.5602 0.4820 0.5299 0.15 -0.11 -0.08 0.1864
H -1.3780 -2.1906 -1.4069 0.03 0.02 0.00 0.2826
H -2.7574 1.4731 -0.0043 0.09 0.02 0.03 0.3173
```
Positions in Å, forces in eV/Å.

=====

Molecular formula: C3H6N2O
Method: DFT, ωB97M-V/def2-TZVPD

Calculated values
SMILES string   N#C[C@H](O)CN
Energy relative to the best compared isomer or geometry (same formula, charge and spin)   34.3 kcal/mol
Energy   -302.63844 Eh
HOMO energy   -10.79 eV
LUMO level   0.6 eV
Orbital gap   0.418 hartree

Geometry as XYZ:
```
12
Properties=species:S:1:pos:R:3:forces:R:3:mulliken_charge:R:1
N -1.2434 -0.6875 0.4829 -0.23 -0.07 -0.09 -0.6183
C -0.6029 0.3634 -0.2977 -0.01 0.11 -0.08 -0.4333
C 0.9013 0.5260 0.1483 0.00 0.22 -0.25 0.2799
O 1.2161 -0.2768 1.2410 -0.14 -0.12 0.06 -0.5771
C 1.7578 0.2143 -1.0243 0.54 -0.21 -0.79 0.0879
N 2.3515 -0.0032 -1.9928 -0.51 0.19 0.92 -0.4131
H -2.1213 -0.3802 0.8823 0.16 -0.08 0.00 0.2066
H -1.4224 -1.5169 -0.0696 0.03 0.08 0.08 0.2021
H -0.6326 0.1435 -1.3690 0.00 0.08 0.17 0.3439
H -1.1196 1.3140 -0.1465 0.08 -0.14 0.04 0.3215
H 1.0914 1.5766 0.4055 -0.02 -0.15 -0.08 0.1654
H 0.4004 -0.7997 1.4009 0.11 0.07 0.01 0.4344
```
Positions in Å, forces in eV/Å.

=====

Molecular formula: C3H6N2O
Method: DFT, ωB97M-V/def2-TZVPD

Calculated values
SMILES string   [H]/N=C(/C=O)NC
Energy relative to the best compared isomer or geometry (same formula, charge and spin)   41.4 kcal/mol
Energy   -302.62711 Eh
HOMO energy   -9.52 eV
LUMO level   0.8 eV
Orbital gap   0.379 hartree

Geometry as XYZ:
```
12
Properties=species:S:1:pos:R:3:forces:R:3:mulliken_charge:R:1
C 1.6251 -0.5569 0.0132 0.07 -0.11 -0.04 -0.9529
N 0.6618 0.5270 0.0193 -0.29 -0.01 0.04 -0.1900
C -0.6499 0.2429 -0.2362 -0.10 -0.40 0.07 0.6257
N -1.1654 -0.8033 -0.7594 0.17 -0.07 0.14 -0.6560
C -1.8442 0.9984 0.3042 -0.05 0.17 0.36 -0.0724
O -2.0443 1.0766 1.4909 0.24 0.41 -0.43 -0.4488
H 1.4351 -1.2517 0.8417 0.07 0.03 -0.13 0.3246
H 2.6443 -0.1745 0.1039 -0.23 0.06 -0.02 0.3098
H 1.5572 -1.1112 -0.9291 0.09 0.09 0.13 0.2918
H 0.9187 1.3876 0.4778 -0.30 -0.20 0.07 0.2341
H -0.5322 -1.5861 -0.8705 0.22 -0.01 -0.31 0.2299
H -2.6062 1.2511 -0.4558 0.11 0.05 0.13 0.3041
```
Positions in Å, forces in eV/Å.

=====

Molecular formula: C3H6N2O
Method: DFT, ωB97M-V/def2-TZVPD

Calculated values
SMILES string   NC(=O)[C@H]1CN1
Energy relative to the best compared isomer or geometry (same formula, charge and spin)   32.3 kcal/mol
Energy   -302.64168 Eh
HOMO energy   -9.62 eV
LUMO level   0.9 eV
Orbital gap   0.387 hartree

Geometry as XYZ:
```
12
Properties=species:S:1:pos:R:3:forces:R:3:mulliken_charge:R:1
N -0.6869 0.8645 -1.4773 -0.07 0.05 0.03 -0.3285
C -0.4482 -0.4228 -1.1109 -0.05 -0.10 -0.11 0.3429
O -0.8281 -1.3689 -1.7765 0.15 0.20 0.20 -0.5924
C 0.3393 -0.6485 0.1596 0.10 -0.13 -0.16 0.0423
C 0.7563 0.3942 1.1271 0.16 0.22 0.06 -0.3696
N -0.3945 -0.4504 1.4108 -0.05 -0.09 0.18 -0.5239
H -1.3120 1.0161 -2.2542 0.09 -0.03 0.11 0.2385
H -0.4452 1.6463 -0.8938 -0.04 -0.14 -0.04 0.1677
H 0.9716 -1.5307 0.0733 -0.13 0.14 0.04 0.3690
H 0.5229 1.4477 0.9822 0.05 -0.18 -0.06 0.1598
H 1.6833 0.2221 1.6707 -0.14 0.01 -0.11 0.2529
H -0.1584 -1.1696 2.0889 -0.07 0.04 -0.15 0.2412
```
Positions in Å, forces in eV/Å.

=====

Molecular formula: C3H6N2O
Method: DFT, ωB97M-V/def2-TZVPD

Calculated values
SMILES string   C/N=C(\N)C=O
Energy relative to the best compared isomer or geometry (same formula, charge and spin)   67.3 kcal/mol
Energy   -302.58579 Eh
HOMO energy   -9.47 eV
LUMO level   0.0 eV
Orbital gap   0.349 hartree

Geometry as XYZ:
```
12
Properties=species:S:1:pos:R:3:forces:R:3:mulliken_charge:R:1
C -0.7980 -0.8784 -1.3829 -0.63 -0.68 0.52 -0.6803
N -0.8167 -0.8458 0.1792 0.68 0.70 -1.02 -0.5570
C -0.0161 0.0465 0.6097 0.13 0.06 -0.80 0.5770
N 0.6667 0.7642 -0.3742 0.74 0.81 0.11 -0.4171
C 0.3426 0.4690 2.0405 0.07 0.08 -0.08 -0.1458
O 1.1707 1.3394 2.1961 -0.58 -0.62 0.03 -0.4557
H -0.1659 -0.2627 -2.0730 -0.38 -0.35 1.54 0.2830
H -0.5320 -1.9059 -1.5966 -0.53 -0.40 -0.18 0.3105
H -1.8214 -0.6346 -1.6490 -0.30 -0.53 -0.13 0.2999
H 1.6444 0.5695 -0.4371 0.48 0.55 0.16 0.1983
H 0.3731 1.7121 -0.4849 0.47 0.55 0.14 0.1968
H -0.1359 0.0027 2.9183 -0.14 -0.18 -0.29 0.3904
```
Positions in Å, forces in eV/Å.

=====

Molecular formula: C3H6N2O
Method: DFT, ωB97M-V/def2-TZVPD

Calculated values
SMILES string   C/N=C/NC=O
Energy relative to the best compared isomer or geometry (same formula, charge and spin)   30.0 kcal/mol
Energy   -302.64522 Eh
HOMO energy   -9.66 eV
LUMO level   1.0 eV
Orbital gap   0.390 hartree

Geometry as XYZ:
```
12
Properties=species:S:1:pos:R:3:forces:R:3:mulliken_charge:R:1
C -2.2686 -0.3341 0.0514 0.16 -1.13 1.21 -0.7631
C 0.1056 -0.1021 -0.1668 -2.12 -1.60 0.04 0.0096
C 2.4946 0.2754 0.0686 0.65 -1.25 -0.21 0.0980
H -3.1421 0.2871 0.0349 -0.14 0.88 0.09 0.2887
H -2.3526 -0.9060 -0.8427 -0.06 -0.95 -0.69 0.3353
H -2.4629 -1.0194 0.9676 0.92 1.00 -1.35 0.2467
H 0.2980 -1.1572 -0.3426 0.02 -0.22 0.03 0.3702
H 1.0697 1.6446 0.0525 -0.42 -0.06 -0.13 0.2732
H 3.1916 1.0947 0.2892 -0.19 0.27 -0.05 0.3338
N -1.0262 0.4229 0.0171 -0.31 0.56 0.65 -0.5412
N 1.2096 0.6611 -0.1417 1.53 2.53 0.36 -0.1292
O 2.8832 -0.8669 0.0125 -0.03 -0.03 0.05 -0.5220
```
Positions in Å, forces in eV/Å.

=====

Molecular formula: C3H6N2O
Method: DFT, ωB97M-V/def2-TZVPD

Calculated values
SMILES string   N=C=CO.C=N
Energy relative to the best compared isomer or geometry (same formula, charge and spin)   88.3 kcal/mol
Energy   -302.55234 Eh
HOMO energy   -8.70 eV
LUMO level   0.7 eV
Orbital gap   0.345 hartree

Geometry as XYZ:
```
12
Properties=species:S:1:pos:R:3:forces:R:3:mulliken_charge:R:1
C 1.8105 -0.0982 -0.1272 0.15 -0.44 -0.03 -0.5434
N 0.9314 -0.9807 0.1216 0.58 0.18 0.09 -0.5184
C -1.5981 -0.2483 0.1687 -0.31 -0.20 0.17 0.8304
N -1.9598 -1.2234 0.8277 0.12 0.52 -0.36 -0.5780
C -1.3015 0.8407 -0.5123 -0.38 -0.29 -0.01 -0.6217
O -0.4108 1.7867 -0.0461 0.17 -0.01 -0.03 -0.4617
H 2.0834 0.0901 -1.1703 0.03 -0.07 0.16 0.3736
H 2.3355 0.4815 0.6414 -0.11 -0.02 -0.09 0.3486
H 0.4923 1.4508 -0.1940 -0.40 0.22 0.05 0.2894
H 0.7562 -1.0290 1.1296 0.13 -0.05 -0.08 0.2883
H -1.3936 -2.0596 0.6549 -0.03 0.15 -0.05 0.3087
H -1.7453 0.9894 -1.4941 0.05 0.02 0.19 0.2843
```
Positions in Å, forces in eV/Å.

=====

Molecular formula: C3H6N2O
Method: DFT, ωB97M-V/def2-TZVPD

Calculated values
Energy relative to the best compared isomer or geometry (same formula, charge and spin)   94.2 kcal/mol
Energy   -302.54303 Eh
HOMO energy   -9.35 eV
LUMO level   -0.4 eV
Orbital gap   0.327 hartree

Geometry as XYZ:
```
12
Properties=species:S:1:pos:R:3:forces:R:3:mulliken_charge:R:1
N -1.2641 -0.4169 0.6881 -0.09 -0.11 0.12 -0.5737
C -1.2368 0.6063 -0.3714 0.04 0.20 -0.13 -0.7548
C 1.7514 0.2507 0.3370 0.12 -0.28 -0.08 -0.3808
O 1.4224 -0.8820 0.8771 -0.06 0.36 -0.18 -0.3255
C 2.6576 0.0111 -0.7858 0.38 0.09 -0.72 0.4961
N 3.1749 0.0394 -1.8247 -0.27 -0.06 0.88 -0.3559
H -1.9958 -0.2137 1.3558 0.02 0.02 0.05 0.2204
H -1.4832 -1.3228 0.2923 -0.07 0.01 0.03 0.2495
H -0.9669 0.1559 -1.3308 -0.05 0.01 0.16 0.3183
H -2.1920 1.1276 -0.4974 0.06 -0.16 0.00 0.2929
H -0.4688 1.3444 -0.1398 -0.09 0.02 -0.02 0.2720
H 0.6014 -0.6999 1.3996 0.00 -0.10 -0.12 0.5415
```
Positions in Å, forces in eV/Å.

=====

Molecular formula: C3H6N2O
Method: DFT, ωB97M-V/def2-TZVPD

Calculated values
SMILES string   N#C[C@H](O)CN
Energy relative to the best compared isomer or geometry (same formula, charge and spin)   77.9 kcal/mol
Energy   -302.56894 Eh
HOMO energy   -9.33 eV
LUMO level   0.3 eV
Orbital gap   0.356 hartree

Geometry as XYZ:
```
12
Properties=species:S:1:pos:R:3:forces:R:3:mulliken_charge:R:1
N 0.8925 -0.0791 -1.3736 0.70 -0.25 -0.48 -0.7292
C -0.0063 0.8602 -0.7193 0.44 -0.72 0.49 -0.5105
C -0.5909 -0.1423 0.3021 0.87 -1.33 1.04 0.3309
O 0.4743 -1.3931 0.6470 -1.55 1.29 0.27 -0.6775
C -0.8264 0.3073 1.6409 -0.45 0.51 1.42 0.1454
N -0.8865 0.6413 2.7439 -0.08 -0.06 -0.72 -0.3935
H 1.0440 -0.8610 -0.5991 0.16 1.53 -2.78 0.4372
H 0.3843 -0.4724 -2.1613 0.39 -0.17 0.02 0.2507
H 0.5107 1.7073 -0.2399 0.03 -0.46 0.04 0.2924
H -0.7584 1.3366 -1.3977 0.31 -0.83 0.65 0.2790
H -1.4156 -0.6948 -0.1586 0.29 -0.06 0.43 0.2191
H 1.1783 -1.2098 1.3157 -1.11 0.55 -0.39 0.3560
```
Positions in Å, forces in eV/Å.

=====

Molecular formula: C3H6N2O
Method: DFT, ωB97M-V/def2-TZVPD

Calculated values
SMILES string   [H]/N=C/CCN=O
Energy relative to the best compared isomer or geometry (same formula, charge and spin)   84.0 kcal/mol
Energy   -302.55922 Eh
HOMO energy   -9.02 eV
LUMO level   0.3 eV
Orbital gap   0.343 hartree

Geometry as XYZ:
```
12
Properties=species:S:1:pos:R:3:forces:R:3:mulliken_charge:R:1
C 0.2549 -0.6485 0.4726 -0.43 -0.01 -0.15 -0.4703
C -0.7767 -0.7144 -0.6518 1.16 -0.40 0.42 -0.4938
C 1.0103 0.6471 0.4609 0.03 -0.03 0.56 -0.1019
N 1.2155 1.2411 -0.6243 0.06 0.27 -0.67 -0.5326
N -2.0068 -0.0022 -0.4373 -1.50 0.97 0.47 -0.0053
O -2.1322 0.6396 0.5825 0.72 -0.76 -0.81 -0.3106
H -0.2337 -0.7754 1.4406 0.08 -0.10 -0.04 0.3057
H 0.9837 -1.4506 0.3389 -0.05 -0.10 0.08 0.3336
H -0.3520 -0.2820 -1.5641 -0.14 -0.03 -0.02 0.3448
H -1.0778 -1.7379 -0.8970 -0.03 0.09 0.01 0.3246
H 1.3587 0.9838 1.4470 0.10 0.14 -0.20 0.3674
H 1.7561 2.0994 -0.5679 0.01 -0.04 0.34 0.2386
```
Positions in Å, forces in eV/Å.